The following is a DFT calculation (wB97M-V/def2-TZVPD) of C47H71KN8O5P as an isolated structure.

Each line ends with the Löwdin charge.
CARTESIAN COORDINATES (ANGSTROEM)
1 K -0.046 0.319 -0.603  0.738
2 C 2.227 -0.237 -5.006  -0.114
3 N 0.966 -0.430 -4.327  -0.277
4 C -0.147 0.029 -5.128  -0.121
5 C 0.801 -1.830 -3.934  -0.193
6 C 1.785 -2.316 -2.875  -0.308
7 C 2.464 -3.511 -3.131  -0.091
8 C 3.287 -4.075 -2.157  -0.132
9 C 3.429 -3.412 -0.942  -0.150
10 C 2.767 -2.199 -0.733  -0.201
11 C 1.901 -1.594 -1.668  -0.122
12 H 2.300 -0.832 -5.937  0.083
13 H 3.044 -0.533 -4.343  0.083
14 H 2.360 0.817 -5.282  0.070
15 H -0.243 -0.513 -6.089  0.083
16 H -0.035 1.097 -5.358  0.071
17 H -1.081 -0.103 -4.571  0.074
18 H 0.882 -2.470 -4.834  0.109
19 H -0.222 -1.945 -3.557  0.111
20 H 2.352 -4.010 -4.091  0.087
21 H 3.803 -5.011 -2.344  0.079
22 H 4.035 -3.859 -0.155  0.084
23 H 2.916 -1.723 0.244  0.074
24 N 0.989 2.375 -2.708  0.065
25 N 0.096 3.436 -2.858  -0.010
26 C -0.959 3.477 -1.998  -0.422
27 N -1.662 4.623 -1.957  0.186
28 N -1.140 2.378 -1.307  0.056
29 N -2.211 2.232 -0.443  -0.385
30 O -2.351 1.106 -0.050  -0.010
31 O -2.930 3.186 -0.098  0.017
32 H 1.760 2.582 -2.081  0.061
33 H 1.290 1.981 -3.584  0.062
34 H 0.470 4.340 -3.097  0.135
35 H -2.490 4.570 -1.377  0.085
36 H -1.680 5.190 -2.787  0.108
37 C -4.654 1.166 -2.438  -0.079
38 C -3.937 -0.166 -2.195  -0.384
39 C -4.166 -1.124 -3.371  -0.062
40 C -4.360 -0.867 -0.914  -0.150
41 C -5.646 -0.719 -0.417  -0.043
42 C -6.113 -1.524 0.615  -0.099
43 C -5.294 -2.521 1.113  -0.070
44 C -3.988 -2.697 0.660  -0.120
45 C -3.244 -3.954 1.098  -0.360
46 C -2.962 -4.014 2.600  -0.052
47 C -4.026 -5.193 0.644  -0.067
48 C -3.489 -1.801 -0.310  -0.144
49 N -2.228 -1.978 -0.901  0.125
50 C -1.078 -2.171 -0.387  -0.188
51 C -0.480 -2.137 0.981  -0.169
52 C 0.297 -3.289 1.220  -0.086
53 C 0.876 -3.589 2.432  -0.120
54 C 0.730 -2.658 3.474  -0.110
55 C 0.069 -1.476 3.268  -0.046
56 C -0.519 -1.115 2.003  -0.274
57 N -0.921 0.133 1.764  -0.019
58 C -1.253 1.089 2.711  -0.186
59 C -2.369 0.975 3.585  -0.129
60 C -2.701 2.030 4.427  -0.059
61 C -1.990 3.222 4.440  -0.102
62 C -0.919 3.354 3.573  -0.063
63 C -0.547 2.324 2.717  -0.143
64 C 0.694 2.513 1.863  -0.376
65 C 1.938 2.260 2.719  -0.051
66 C 0.776 3.885 1.187  -0.064
67 C -3.258 -0.255 3.604  -0.363
68 C -4.725 0.118 3.366  -0.062
69 C -3.121 -1.038 4.914  -0.063
70 H -4.140 1.730 -3.224  0.075
71 H -4.692 1.784 -1.537  0.068
72 H -5.682 1.005 -2.778  0.073
73 H -2.867 0.021 -2.147  0.098
74 H -5.225 -1.392 -3.435  0.080
75 H -3.581 -2.037 -3.240  0.073
76 H -3.873 -0.657 -4.319  0.070
77 H -6.307 0.025 -0.850  0.102
78 H -7.116 -1.394 1.001  0.097
79 H -5.684 -3.202 1.863  0.108
80 H -2.284 -3.983 0.599  0.103
81 H -3.889 -3.950 3.181  0.072
82 H -2.302 -3.202 2.909  0.060
83 H -2.465 -4.955 2.855  0.081
84 H -4.941 -5.320 1.233  0.071
85 H -3.418 -6.094 0.769  0.075
86 H -4.312 -5.115 -0.408  0.082
87 H -0.348 -2.529 -1.120  0.093
88 H 0.405 -3.995 0.400  0.119
89 H 1.438 -4.504 2.565  0.085
90 H 1.179 -2.856 4.444  0.093
91 H 0.015 -0.735 4.059  0.103
92 H -3.563 1.925 5.081  0.100
93 H -2.273 4.029 5.104  0.087
94 H -0.346 4.279 3.573  0.100
95 H 0.680 1.760 1.082  0.060
96 H 2.844 2.257 2.109  0.013
97 H 1.869 1.291 3.221  0.087
98 H 2.028 3.039 3.484  0.087
99 H 0.972 4.678 1.914  0.070
100 H -0.156 4.135 0.671  0.065
101 H 1.598 3.899 0.457  0.069
102 H -2.952 -0.897 2.780  0.107
103 H -5.125 0.708 4.198  0.068
104 H -5.335 -0.784 3.267  0.061
105 H -4.833 0.698 2.444  0.087
106 H -3.437 -0.418 5.762  0.073
107 H -2.087 -1.348 5.085  0.066
108 H -3.746 -1.938 4.898  0.068
109 C 5.766 2.628 2.686  -0.079
110 C 5.424 3.099 1.287  -0.320
111 O 5.592 2.032 0.344  -0.342
112 P 4.229 1.306 -0.235  0.904
113 O 4.980 0.279 -1.220  -0.319
114 C 6.196 -0.431 -0.929  -0.264
115 C 6.073 -1.314 0.297  -0.074
116 O 3.713 2.411 -1.346  -0.357
117 C 4.403 2.705 -2.580  -0.284
118 C 5.649 3.543 -2.380  -0.078
119 H 5.875 3.484 3.357  0.076
120 H 6.707 2.075 2.670  0.077
121 H 4.987 1.975 3.085  0.068
122 H 6.087 3.908 0.979  0.111
123 H 4.400 3.490 1.249  0.090
124 H 7.014 0.280 -0.814  0.102
125 H 6.383 -1.034 -1.813  0.117
126 H 5.786 -0.726 1.173  0.068
127 H 7.038 -1.781 0.505  0.078
128 H 5.325 -2.091 0.137  0.042
129 H 3.682 3.251 -3.187  0.100
130 H 4.636 1.772 -3.089  0.108
131 H 5.418 4.453 -1.820  0.079
132 H 6.053 3.828 -3.356  0.076
133 H 6.412 2.989 -1.832  0.068

Summary:
Kohn-Sham gap   5.0 eV
Total charge   -1
DFT total energy   -3588.99748 Eh
HOMO level   -3.52 eV
LUMO level   1.53 eV
F_max   2.153 eV Å⁻¹
Relative energy (zero: lowest compared OMol25 entry of this formula, charge and spin)   40.3 kcal/mol